Version w
Density functional theory data (the ωB97M-V functional and the def2-TZVPD basis) for one molecule with the formula C6H8N2O2.

Last column: Mulliken charge in e.
Atoms and positions in Å:
O  -2.634  0.059  -2.164  -0.65
C  -1.774  0.166  -1.302  0.24
C  -0.669  -0.840  -1.005  -0.70
C  0.195  -0.180  0.055  0.69
C  0.864  1.126  -0.347  -0.90
C  -0.452  1.159  0.357  0.03
N  -1.625  1.218  -0.461  -0.11
C  0.738  -0.997  1.180  0.33
N  2.009  -0.894  1.579  -0.54
H  -1.125  -1.770  -0.643  0.30
H  -0.131  -1.081  -1.931  0.34
H  1.753  1.433  0.204  0.22
H  0.883  1.373  -1.410  0.25
H  -0.543  1.544  1.373  0.33
H  -2.188  2.054  -0.548  0.23
O  0.461  -2.240  1.267  -0.72
H  2.253  0.007  1.970  0.22
H  1.986  -2.137  1.826  0.42

Calculated values
* SMILES string: NC(=O)[C@@]12CC(=O)N[C@@H]1C2
* spin multiplicity: 1
* lowest unoccupied orbital energy: 0.016 Eh
* frontier orbital gap: 0.37045 Eh


Version x
Density functional theory data (the ωB97M-V functional and the def2-TZVPD basis) for one molecule with the formula C6H8N2O2.

Last column: Mulliken charge in e.
Atoms and positions in Å:
C  -1.939  -0.886  0.077  -0.30
C  -0.711  -0.144  0.112  -0.06
C  -0.436  1.181  -0.200  -0.62
C  0.981  1.354  -0.240  -0.60
C  1.477  0.125  -0.091  0.25
C  2.934  -0.367  -0.086  0.65
H  -3.475  0.523  0.587  0.21
H  -3.775  -0.480  -0.698  0.21
H  -1.893  -1.847  -0.466  0.40
H  -2.074  -1.351  1.075  0.26
H  -1.227  1.942  -0.196  0.37
H  1.636  2.178  -0.533  0.38
H  0.674  -1.773  0.225  0.30
H  3.412  1.290  0.517  0.30
N  -3.042  0.004  -0.188  -0.58
N  0.506  -0.757  0.278  -0.15
O  3.852  0.523  0.278  -0.44
O  3.101  -1.516  -0.452  -0.57

Calculated values
* SMILES string: NCc1ccc(C(=O)O)[nH]1
* spin multiplicity: 1
* lowest unoccupied orbital energy: 0.027 Eh
* frontier orbital gap: 0.33500 Eh


Best to worst by energy: version x, version w.


Version w
Density functional theory data (the ωB97M-V functional and the def2-TZVPD basis) for one molecule with the formula C4H7FS.

Last column: Mulliken charge in e.
Atoms and positions in Å:
C  0.265  -1.018  1.329  -1.02
C  -1.139  -0.386  1.045  -0.39
C  -0.040  1.124  -1.073  -0.36
C  0.799  0.841  -2.048  -0.01
H  0.342  -1.698  2.220  0.32
H  1.052  -0.230  1.399  0.29
H  0.619  -1.603  0.466  0.30
H  -1.261  0.481  1.690  0.31
H  -1.932  -1.102  1.297  0.32
H  0.052  2.111  -0.574  0.33
H  0.804  -0.125  -2.580  0.31
F  1.762  1.660  -2.428  -0.23
S  -1.324  -0.055  -0.743  -0.16

Calculated values
* SMILES string: CCS/C=C/F
* spin multiplicity: 1
* lowest unoccupied orbital energy: 0.035 Eh
* frontier orbital gap: 0.35187 Eh


Version x
Density functional theory data (the ωB97M-V functional and the def2-TZVPD basis) for one molecule with the formula C4H7FS.

Last column: Mulliken charge in e.
Atoms and positions in Å:
C  0.958  1.584  -0.013  -1.30
C  0.339  0.204  -0.253  0.41
C  1.300  -0.794  0.353  -0.53
C  -0.948  0.109  0.452  -0.38
H  0.366  2.320  -0.542  0.36
H  0.899  1.817  1.084  0.33
H  2.019  1.751  -0.283  0.33
H  0.231  0.033  -1.249  0.46
H  0.879  -1.783  0.286  0.35
H  1.422  -0.536  1.422  0.29
H  -0.906  0.175  1.603  0.22
F  2.558  -0.696  -0.304  -0.29
S  -2.364  -0.258  -0.176  -0.23

Calculated values
* SMILES string: C[C@H](C=S)CF
* spin multiplicity: 1
* lowest unoccupied orbital energy: -0.014 Eh
* frontier orbital gap: 0.31569 Eh


Best to worst by energy: version w, version x.


Version w
Density functional theory data (the ωB97M-V functional and the def2-TZVPD basis) for C4H2N2OS as an isolated structure.

Last column: Mulliken charge in e.
Atoms and positions in Å:
C  -1.159  0.077  -0.533  -0.14
C  -1.026  -0.543  0.668  -0.24
C  -0.259  1.144  -0.812  0.10
C  0.655  0.863  0.840  0.43
N  0.041  -0.073  1.421  -0.51
N  0.743  1.670  -0.200  -0.35
O  1.708  -0.952  -0.661  -0.22
S  3.139  -0.847  -0.390  0.23
H  -2.055  -0.122  -1.224  0.30
H  -1.787  -1.216  0.890  0.41

Calculated values
* spin multiplicity: 1
* lowest unoccupied orbital energy (alpha / beta): -0.059 / -0.060 Eh
* frontier orbital gap (alpha / beta): 0.23188 / 0.23066 Eh


Version x
Density functional theory data (the ωB97M-V functional and the def2-TZVPD basis) for C4H2N2OS as an isolated structure.

Last column: Mulliken charge in e.
Atoms and positions in Å:
C  -1.672  0.602  -0.093  -0.31
C  -0.348  -0.061  -0.154  0.72
C  1.328  -1.228  0.016  0.07
C  0.893  0.816  -0.012  0.42
H  -1.625  1.652  0.238  0.28
H  1.907  -2.234  0.057  0.35
N  -0.075  -1.325  -0.116  -0.49
N  1.960  -0.111  0.090  -0.48
O  0.754  1.989  -0.054  -0.42
S  -3.123  -0.102  0.028  -0.13

Calculated values
* spin multiplicity: 1
* lowest unoccupied orbital energy: -0.097 Eh
* frontier orbital gap: 0.25129 Eh


Best to worst by energy: version x, version w.


Version w
Density functional theory data (the ωB97M-V functional and the def2-TZVPD basis) for C41H60BBrN8OReS3Si as an isolated structure.

Last column: Mulliken charge in e.
Atoms and positions in Å:
Re  1.688  -1.291  0.112  -0.31
C  0.086  3.311  6.060  -1.67
C  1.443  3.495  5.368  1.93
C  2.546  2.898  6.255  -1.66
C  1.712  4.992  5.217  -2.07
C  1.424  2.777  4.018  -0.11
C  1.290  1.390  3.966  -0.77
C  1.254  0.769  2.742  0.91
Br  1.003  -1.116  2.674  -0.02
C  1.356  1.412  1.496  -0.75
O  1.181  0.737  0.378  0.74
C  1.553  2.810  1.545  -0.22
C  1.549  3.433  2.801  -0.60
C  1.814  3.723  0.325  2.35
C  0.615  4.664  0.130  -1.71
C  3.072  4.569  0.600  -1.81
C  2.066  2.997  -1.000  -1.70
H  0.083  3.798  7.039  0.45
H  -0.141  2.253  6.210  0.32
H  -0.715  3.750  5.460  0.33
H  2.594  3.430  7.208  0.46
H  3.518  2.977  5.766  0.36
H  2.365  1.843  6.472  0.33
H  1.750  5.455  6.205  0.44
H  0.924  5.491  4.648  0.37
H  2.668  5.179  4.723  0.41
H  1.200  0.794  4.867  0.51
H  1.679  4.506  2.816  0.33
H  0.293  5.123  1.067  0.23
H  -0.238  4.122  -0.297  0.24
H  0.866  5.464  -0.571  0.54
H  2.922  5.306  1.391  0.36
H  3.359  5.107  -0.306  0.52
H  3.904  3.926  0.894  0.35
H  1.261  2.329  -1.282  0.06
H  2.971  2.389  -0.973  0.22
H  2.190  3.750  -1.783  0.55
B  3.735  -3.391  1.796  0.39
N  4.371  -2.055  1.317  -0.43
C  5.658  -1.702  1.263  -0.21
C  5.752  -0.390  0.832  -1.44
C  4.432  -0.004  0.622  -0.04
N  3.605  -1.007  0.931  0.98
N  3.005  -4.037  0.577  -0.03
C  3.120  -5.280  0.106  -0.14
C  2.246  -5.438  -0.961  -1.63
C  1.634  -4.197  -1.079  -0.14
N  2.097  -3.348  -0.151  0.32
H  4.611  -4.146  2.152  -0.17
H  2.924  -3.162  2.662  -0.20
H  6.422  -2.402  1.558  0.45
H  6.642  0.197  0.687  0.45
H  4.029  0.934  0.275  0.38
H  3.818  -5.967  0.555  0.46
H  2.079  -6.318  -1.557  0.47
H  0.906  -3.863  -1.798  0.55
C  -1.400  0.903  -1.249  -1.18
C  -1.807  0.580  0.146  1.10
N  -2.346  -0.548  0.638  1.55
C  -2.521  -0.365  2.014  -0.48
C  -2.059  0.855  2.342  -1.28
N  -1.639  1.426  1.159  0.08
H  -0.482  0.377  -1.509  -0.31
H  -1.192  1.969  -1.316  0.30
H  -2.181  0.658  -1.963  0.28
H  -2.923  -1.139  2.640  0.45
H  -1.970  1.357  3.288  0.60
H  -1.144  2.303  1.077  0.15
C  -1.699  -2.213  -1.632  -0.80
Si  -2.940  -2.043  -0.272  -1.55
C  -4.671  -1.584  -0.866  2.16
C  -5.317  -2.800  -1.553  -1.87
C  -4.593  -0.444  -1.891  -1.87
C  -5.574  -1.111  0.284  -1.71
C  -2.822  -3.554  0.858  2.53
C  -3.979  -3.739  1.852  -1.90
C  -1.497  -3.536  1.642  -1.48
C  -2.786  -4.797  -0.062  -1.99
H  -1.685  -3.229  -2.028  0.76
H  -0.685  -1.986  -1.269  -0.50
H  -1.872  -1.548  -2.477  0.49
H  -4.714  -3.171  -2.387  0.36
H  -6.293  -2.513  -1.955  0.52
H  -5.480  -3.626  -0.859  0.32
H  -3.988  -0.706  -2.762  0.35
H  -4.196  0.474  -1.452  0.36
H  -5.601  -0.215  -2.251  0.63
H  -5.740  -1.882  1.035  0.29
H  -6.552  -0.835  -0.123  0.55
H  -5.172  -0.228  0.787  0.33
H  -4.100  -2.894  2.533  0.31
H  -3.773  -4.621  2.467  0.57
H  -4.935  -3.909  1.354  0.32
H  -1.547  -2.871  2.506  0.32
H  -0.641  -3.230  1.033  0.15
H  -1.284  -4.544  2.013  0.50
H  -3.602  -4.833  -0.785  0.32
H  -2.861  -5.690  0.567  0.60
H  -1.843  -4.867  -0.606  0.33
S  -0.965  -2.472  -6.387  -0.33
C  0.065  -1.646  -5.378  0.16
S  0.773  -2.373  -3.979  -0.03
C  1.480  -0.858  -3.480  0.33
N  1.250  0.093  -4.326  -0.77
N  0.489  -0.361  -5.398  0.61
C  0.170  0.632  -6.380  0.36
C  0.082  0.307  -7.724  -0.50
C  -0.200  1.307  -8.645  -0.66
C  -0.389  2.617  -8.235  -0.45
C  -0.292  2.931  -6.886  -0.63
C  -0.012  1.943  -5.956  -0.19
S  2.454  -0.595  -2.057  -0.45
H  0.228  -0.711  -8.048  0.38
H  -0.265  1.051  -9.695  0.36
H  -0.602  3.390  -8.962  0.37
H  -0.436  3.950  -6.552  0.37
H  0.083  2.177  -4.905  0.46

Calculated values
* ⟨S²⟩: 0.7564
* spin multiplicity: 2
* lowest unoccupied orbital energy (alpha / beta): 0.004 / 0.004 Eh
* frontier orbital gap (alpha / beta): 0.22975 / 0.23050 Eh


Version x
Density functional theory data (the ωB97M-V functional and the def2-TZVPD basis) for C41H60BBrN8OReS3Si as an isolated structure.

Last column: Mulliken charge in e.
Atoms and positions in Å:
Re  1.832  -1.357  0.128  -0.45
C  -0.130  3.321  5.885  -1.65
C  1.266  3.535  5.282  1.90
C  2.322  2.986  6.251  -1.65
C  1.498  5.038  5.125  -2.07
C  1.357  2.795  3.949  -0.12
C  1.249  1.405  3.919  -0.80
C  1.303  0.754  2.711  0.86
Br  1.074  -1.137  2.667  -0.04
C  1.468  1.379  1.460  -0.75
O  1.357  0.687  0.351  1.12
C  1.647  2.783  1.492  -0.34
C  1.554  3.431  2.731  -0.60
C  1.961  3.671  0.269  2.52
C  0.758  4.582  -0.030  -1.73
C  3.176  4.559  0.598  -1.84
C  2.314  2.918  -1.018  -1.64
H  -0.213  3.824  6.852  0.46
H  -0.337  2.261  6.040  0.32
H  -0.901  3.726  5.224  0.33
H  2.286  3.530  7.198  0.46
H  3.324  3.092  5.831  0.36
H  2.161  1.929  6.469  0.34
H  1.449  5.518  6.104  0.44
H  0.738  5.502  4.491  0.37
H  2.480  5.250  4.698  0.40
H  1.112  0.830  4.826  0.51
H  1.664  4.506  2.733  0.36
H  0.382  5.074  0.869  0.22
H  -0.064  4.015  -0.482  0.25
H  1.036  5.355  -0.750  0.56
H  2.960  5.309  1.361  0.36
H  3.497  5.088  -0.302  0.52
H  4.010  3.950  0.951  0.38
H  1.541  2.232  -1.343  0.06
H  3.221  2.323  -0.910  0.18
H  2.491  3.653  -1.808  0.53
B  3.753  -3.505  1.894  0.46
N  4.439  -2.194  1.420  -0.44
C  5.735  -1.870  1.454  -0.20
C  5.888  -0.570  1.003  -1.44
C  4.596  -0.163  0.687  0.10
N  3.726  -1.144  0.950  0.96
N  3.019  -4.146  0.677  -0.06
C  3.078  -5.407  0.247  -0.15
C  2.202  -5.562  -0.817  -1.65
C  1.648  -4.299  -0.981  -0.22
N  2.143  -3.443  -0.078  0.26
H  4.603  -4.272  2.270  -0.17
H  2.942  -3.254  2.748  -0.20
H  6.457  -2.579  1.822  0.45
H  6.799  -0.007  0.912  0.44
H  4.239  0.770  0.283  0.31
H  3.738  -6.110  0.728  0.46
H  2.005  -6.452  -1.388  0.47
H  0.932  -3.958  -1.709  0.59
C  -1.002  0.850  -1.399  -0.68
C  -1.525  0.604  -0.030  0.67
N  -2.186  -0.463  0.446  1.50
C  -2.449  -0.225  1.793  -0.50
C  -1.924  0.970  2.126  -1.36
N  -1.368  1.470  0.970  0.05
H  -0.102  0.262  -1.579  -0.46
H  -0.721  1.898  -1.483  0.38
H  -1.749  0.630  -2.159  0.43
H  -2.961  -0.944  2.404  0.46
H  -1.866  1.491  3.064  0.63
H  -0.782  2.293  0.912  -0.02
C  -1.477  -2.206  -1.763  -0.54
Si  -2.778  -1.958  -0.464  -1.46
C  -4.469  -1.471  -1.159  2.15
C  -5.109  -2.690  -1.841  -1.86
C  -4.308  -0.364  -2.211  -1.85
C  -5.410  -0.942  -0.067  -1.73
C  -2.747  -3.438  0.726  2.60
C  -3.957  -3.567  1.661  -1.91
C  -1.460  -3.426  1.564  -1.55
C  -2.696  -4.708  -0.151  -1.99
H  -1.486  -3.230  -2.135  0.81
H  -0.477  -2.005  -1.349  -0.40
H  -1.584  -1.557  -2.632  0.05
H  -4.474  -3.099  -2.631  0.36
H  -6.054  -2.390  -2.304  0.53
H  -5.332  -3.490  -1.133  0.31
H  -3.667  -0.662  -3.043  0.34
H  -3.913  0.559  -1.775  0.35
H  -5.290  -0.122  -2.629  0.63
H  -5.631  -1.685  0.699  0.30
H  -6.361  -0.650  -0.524  0.55
H  -5.003  -0.055  0.425  0.30
H  -4.103  -2.699  2.306  0.31
H  -3.805  -4.431  2.315  0.56
H  -4.885  -3.734  1.112  0.32
H  -1.513  -2.721  2.393  0.30
H  -0.573  -3.180  0.973  0.19
H  -1.299  -4.422  1.988  0.52
H  -3.479  -4.749  -0.910  0.31
H  -2.820  -5.581  0.497  0.61
H  -1.731  -4.813  -0.649  0.30
S  -1.050  -2.597  -6.061  -0.32
C  0.048  -1.754  -5.143  0.23
S  1.044  -2.516  -3.943  -0.08
C  1.607  -0.964  -3.377  0.39
N  1.156  0.019  -4.086  -0.74
N  0.316  -0.429  -5.091  0.59
C  -0.275  0.591  -5.898  0.19
C  -0.511  0.384  -7.249  -0.47
C  -1.073  1.404  -8.002  -0.68
C  -1.392  2.621  -7.419  -0.42
C  -1.139  2.821  -6.069  -0.83
C  -0.581  1.810  -5.304  0.09
S  2.668  -0.718  -2.020  -0.50
H  -0.261  -0.562  -7.703  0.41
H  -1.255  1.242  -9.056  0.37
H  -1.826  3.413  -8.015  0.38
H  -1.375  3.771  -5.606  0.38
H  -0.359  1.961  -4.257  0.45

Calculated values
* ⟨S²⟩: 0.7562
* spin multiplicity: 2
* lowest unoccupied orbital energy (alpha / beta): 0.006 / 0.006 Eh
* frontier orbital gap (alpha / beta): 0.23224 / 0.23157 Eh


Best to worst by energy: version x, version w.